# 1
DFT (wB97M-V/def2-TZVPD) results for 2 unconnected molecules or ions with the total composition C6H18Si2 at a distorted geometry.

Last column: Löwdin spin population.
Atoms and positions in Å:
C (-0.59266, 2.09127, -1.00492)  0.045
C (-0.03924, 2.60249, 1.26172)  0.044
C (-1.94139, -2.31921, 0.94315)  0.034
C (-1.08985, -1.62327, -1.34853)  0.046
C (-0.86390, 1.72452, 0.42800)  0.217
C (-1.49874, -1.18282, 0.04860)  0.223
Si (4.21729, -0.94491, 0.05425)  0.021
Si (-0.24294, -0.05189, 0.83342)  1.212
H (0.45654, 1.77322, -1.30105)  0.013
H (-1.42239, 1.84732, -1.75233)  0.001
H (-0.67584, 3.16084, -1.04466)  0.008
H (0.02854, 2.17734, 2.34482)  0.024
H (-0.54927, 3.57947, 1.29200)  0.000
H (0.85801, 2.83558, 0.74376)  0.004
H (-2.98868, -2.85959, 0.70362)  0.004
H (-1.28928, -3.15903, 0.69321)  0.002
H (-1.93142, -1.97278, 1.90769)  0.023
H (-0.84561, -2.73898, -1.20741)  0.003
H (-0.18883, -1.03157, -1.70063)  0.020
H (-1.90791, -1.49940, -2.09074)  0.006
H (-1.99097, 1.99728, 0.58560)  0.015
H (-2.38604, -0.47944, -0.24085)  0.022
H (4.96260, -1.95479, 0.84253)  0.001
H (4.93151, -0.53596, -1.12313)  0.001
H (3.82033, 0.33440, 0.72886)  0.005
H (3.17014, -1.77008, -0.59697)  0.006

Atomic forces in eV per Å
C -0.34 -0.32 -1.80
C -0.88 1.30 2.90
C -2.23 -2.23 -3.26
C 1.11 -1.37 -0.47
C -1.79 -0.71 -0.38
C -2.27 0.73 -1.44
Si -0.44 -0.38 -0.19
Si -1.14 0.75 0.00
H -1.40 0.37 -0.12
H 1.37 -0.62 0.86
H 0.47 0.98 -0.10
H 0.46 1.11 -1.82
H 0.21 -0.05 0.44
H 1.44 -0.22 0.19
H 1.87 1.73 0.37
H 0.46 0.03 0.90
H -0.02 0.06 2.59
H 0.05 1.54 -1.00
H -1.00 -0.97 0.10
H 0.54 -0.27 0.42
H 1.75 -1.25 0.21
H 1.37 -0.60 1.41
H 0.12 0.43 0.21
H 0.82 0.29 -0.50
H -0.09 -0.63 0.09
H -0.44 0.29 0.39

Output
Highest occupied orbital energy (spin up / spin down): -6.31 / -9.36 eV
Total energy: -22263.18440 eV
Lowest unoccupied orbital energy (spin up / spin down): 1.0162 / -1.7161 eV
Orbital gap (spin up / spin down): 7.3 / 7.6 eV
2S+1: 3

# 2
DFT (wB97M-V/def2-TZVPD) results for a molecular structure, C17H26IN7O2PtS at a distorted geometry.

Last column: Löwdin spin population.
Atoms and positions in Å:
Pt (-0.46682, 0.66924, 0.74671)  1.641
C (-3.56651, 0.25747, 0.32579)  0.014
C (-2.99655, 0.90680, -0.93383)  0.016
N (-1.85188, 1.78150, -0.64079)  0.171
C (-2.10688, 3.13271, -0.13063)  0.013
C (-2.55789, 3.14941, 1.33595)  0.009
N (-1.83890, 2.16950, 2.16719)  0.142
C (-2.67908, 1.32345, 3.03711)  0.009
C (-2.69420, -0.15734, 2.61146)  0.012
N (-2.49701, -0.30605, 1.16451)  0.158
H (-4.27950, -0.51331, 0.03088)  0.004
H (-4.11513, 0.98755, 0.91602)  0.000
H (-3.78820, 1.46191, -1.44484)  0.005
H (-2.64227, 0.11848, -1.59737)  0.000
H (-1.25821, 1.84857, -1.46125)  0.002
H (-2.86858, 3.63369, -0.73525)  0.005
H (-1.17459, 3.68794, -0.23305)  0.000
H (-3.62762, 2.95822, 1.39407)  0.000
H (-2.40371, 4.16251, 1.70878)  0.002
H (-1.12753, 2.63667, 2.71362)  -0.001
H (-3.69389, 1.72222, 3.06208)  0.002
H (-2.31048, 1.36002, 4.05981)  0.002
H (-3.63536, -0.61067, 2.93728)  0.004
H (-1.88036, -0.68639, 3.10554)  0.002
H (-2.32055, -1.27592, 0.91690)  0.001
N (6.63486, -1.66374, 0.12129)  0.288
C (5.45441, -1.19098, -0.25472)  0.120
C (4.66751, -1.89592, -1.21266)  0.124
C (3.45869, -1.39548, -1.60451)  -0.005
C (3.00284, -0.18839, -1.05265)  0.229
C (3.75930, 0.52284, -0.10897)  0.003
C (4.96797, 0.03144, 0.29794)  0.146
S (1.41825, 0.46016, -1.52695)  0.015
O (1.29686, 0.61303, -2.93539)  0.033
O (1.19895, 1.65651, -0.71746)  0.073
N (0.31635, -0.60618, -0.90128)  0.178
C (-0.16289, -1.64263, -1.65402)  0.012
N (0.57347, -2.18657, -2.62919)  0.014
C (0.04785, -3.15280, -3.36007)  0.000
C (-1.22302, -3.65776, -3.11845)  0.011
C (-1.88188, -3.09465, -2.03707)  -0.001
N (-1.37543, -2.10443, -1.31869)  0.009
H (7.01199, -2.51108, -0.28409)  0.005
H (7.21336, -1.14740, 0.77183)  0.005
H (5.04294, -2.81362, -1.64800)  0.003
H (2.84508, -1.90579, -2.33756)  -0.003
H (3.37842, 1.46370, 0.26290)  -0.003
H (5.56707, 0.57672, 1.01681)  0.004
H (0.67243, -3.54729, -4.15448)  0.000
H (-1.65291, -4.44182, -3.72158)  0.001
H (-2.86410, -3.44504, -1.73858)  0.000
I (0.64501, 0.64359, 4.35536)  0.101
C (1.07930, 0.74869, 2.29459)  0.364
H (1.60070, -0.17253, 2.02125)  0.040
H (1.68835, 1.62926, 2.11766)  0.021

Atomic forces in eV per Å
Pt -1.19 -0.75 0.12
C 0.07 0.21 -0.16
C -0.24 -0.21 0.09
N 0.61 0.00 0.19
C -0.12 0.17 0.20
C 0.01 0.01 -0.28
N 0.26 -0.05 -0.01
C -0.14 -0.18 0.00
C -0.13 0.12 0.16
N 0.61 -0.18 0.09
H 0.01 -0.03 0.03
H -0.03 -0.04 0.02
H 0.05 0.03 -0.03
H 0.04 0.06 -0.01
H -0.09 0.10 -0.10
H 0.05 0.02 -0.03
H 0.02 -0.04 -0.05
H 0.01 -0.03 0.06
H -0.04 0.00 0.06
H -0.04 -0.01 0.13
H 0.01 0.03 -0.04
H -0.01 0.08 0.00
H 0.01 -0.02 -0.03
H 0.00 -0.04 -0.04
H -0.09 0.00 -0.11
N -0.20 0.18 -0.13
C 0.20 -0.14 0.10
C -0.21 -0.07 -0.27
C 0.19 -0.21 -0.16
C -0.02 0.15 0.03
C 0.12 0.05 0.06
C -0.13 0.31 0.05
S -1.82 -0.75 -0.07
O 0.57 -0.09 -0.10
O 0.64 -0.05 0.10
N 1.42 1.88 0.17
C -0.76 -1.77 -0.85
N 0.63 0.82 0.44
C -0.42 -0.33 -0.06
C 0.21 0.23 0.11
C -0.11 -0.33 -0.36
N 0.06 0.73 0.63
H 0.03 0.02 0.07
H 0.04 -0.11 -0.01
H 0.03 -0.01 0.06
H -0.04 0.01 0.02
H 0.05 -0.02 0.05
H 0.03 -0.05 -0.01
H -0.04 0.00 0.01
H -0.03 -0.02 0.04
H 0.02 -0.02 -0.01
I 0.06 0.03 -0.31
C -0.08 0.32 0.22
H -0.09 -0.03 -0.09
H 0.00 0.00 -0.01

Output
Highest occupied orbital energy (spin up / spin down): -13.10 / -13.96 eV
Net charge: +2
Total energy: -54740.95638 eV
Lowest unoccupied orbital energy (spin up / spin down): -5.5125 / -9.2463 eV
Orbital gap (spin up / spin down): 7.6 / 4.7 eV
2S+1: 5

# 3
DFT (wB97M-V/def2-TZVPD) results for a molecular structure, C18H17I2N3Ru at a distorted geometry.

Last column: Löwdin spin population.
Atoms and positions in Å:
Ru (0.46810, -0.31248, 0.02262)  0.142
C (0.68058, -3.50710, -1.82618)  0.017
C (-0.58432, -2.72250, -1.91462)  0.079
C (-1.59154, -3.29437, -2.71836)  0.075
C (-2.80331, -2.68044, -2.89144)  0.000
C (-3.00748, -1.47114, -2.24804)  0.108
C (-1.99930, -0.93365, -1.46522)  0.007
N (-0.77262, -1.53917, -1.27754)  -0.014
C (-2.21037, 0.34353, -0.78857)  0.035
C (-3.37965, 1.10205, -0.85843)  0.116
C (-3.44581, 2.30305, -0.16558)  -0.017
C (-2.35859, 2.73345, 0.58282)  0.117
C (-1.20964, 1.94264, 0.62460)  0.035
N (-1.16445, 0.77859, -0.05556)  -0.022
C (0.00444, 2.26785, 1.36984)  0.007
C (0.06529, 3.43831, 2.10715)  0.106
C (1.21605, 3.74171, 2.81541)  0.000
C (2.25458, 2.85120, 2.75008)  0.073
C (2.16299, 1.66763, 1.99041)  0.078
C (3.37331, 0.79686, 2.02003)  0.016
N (1.04190, 1.35984, 1.29064)  -0.014
H (0.59068, -4.41007, -2.42376)  0.000
H (0.88231, -3.81599, -0.80396)  0.006
H (1.52240, -2.94276, -2.21886)  0.006
H (-1.38681, -4.23893, -3.20241)  0.002
H (-3.57562, -3.12038, -3.50851)  -0.001
H (-3.95134, -0.95984, -2.36437)  0.003
H (-4.22730, 0.77160, -1.43976)  0.003
H (-4.34512, 2.90408, -0.20884)  -0.002
H (-2.41471, 3.66788, 1.12063)  0.003
H (-0.77286, 4.11826, 2.13826)  0.003
H (1.28760, 4.65010, 3.39893)  -0.001
H (3.17187, 3.04576, 3.28778)  0.002
H (4.13323, 1.25181, 2.64936)  0.000
H (3.80198, 0.68386, 1.02774)  0.006
H (3.14625, -0.17867, 2.44223)  0.006
I (2.83684, -0.67757, -1.23269)  0.011
C (3.31179, -2.21407, 0.15942)  0.000
I (1.62167, -2.30203, 1.44787)  0.011
H (4.19569, -1.93878, 0.72632)  0.000
H (3.43131, -3.16012, -0.35942)  0.000

Atomic forces in eV per Å
Ru 1.34 -0.89 0.07
C -0.14 0.03 -0.04
C 0.21 0.52 0.40
C -0.58 -0.03 -0.28
C 0.12 -0.43 -0.21
C -0.16 0.19 0.05
C 0.49 0.10 0.29
N -0.39 -0.35 -0.41
C 0.45 -0.45 -0.08
C -0.27 0.24 0.02
C 0.01 0.00 0.00
C -0.34 0.15 -0.06
C 0.59 -0.24 0.13
N -0.98 0.66 -0.05
C 0.11 -0.50 -0.26
C -0.24 0.06 -0.07
C 0.44 0.05 0.23
C -0.21 0.56 0.24
C -0.37 -0.41 -0.41
C -0.09 0.12 0.03
N 0.14 0.51 0.39
H 0.02 0.00 0.01
H 0.05 0.04 0.12
H 0.08 0.08 0.03
H 0.01 0.00 0.00
H 0.01 -0.01 0.00
H 0.02 -0.01 0.01
H -0.01 0.04 0.02
H 0.00 0.00 0.00
H -0.04 -0.01 -0.02
H 0.01 -0.02 0.00
H 0.01 -0.01 0.00
H 0.00 0.00 0.00
H 0.01 -0.02 -0.01
H -0.01 -0.06 -0.11
H -0.04 -0.10 -0.03
I -0.36 0.10 0.15
C 0.25 -0.16 0.01
I -0.22 0.28 -0.18
H 0.01 -0.05 -0.02
H 0.05 0.01 0.03

Output
Highest occupied orbital energy (spin up / spin down): -18.48 / -17.76 eV
Net charge: +3
Total energy: -42166.68109 eV
Lowest unoccupied orbital energy (spin up / spin down): -11.4800 / -14.2135 eV
Orbital gap (spin up / spin down): 7.0 / 3.5 eV
2S+1: 2